# C9H14

2 unconnected molecules or ions with the total composition C9H14 at a distorted geometry (the ωB97M-V functional and the def2-TZVPD basis, the OMol25 dataset).

Last columns: bonded neighbours and bond lengths (Å).
CARTESIAN COORDINATES (ANGSTROEM)
1 C -1.353 -1.633 -0.073  C2 1.530, H8 1.087, H9 1.083, H10 1.100
2 C 0.019 -1.307 -0.666  C1 1.530, C3 1.376, C7 1.402
3 C 1.187 -1.989 -0.411  C2 1.376, C4 1.437, H11 1.080
4 C 2.446 -1.499 -0.901  C3 1.437, C5 1.395, H12 1.084
5 C 2.502 -0.365 -1.710  C4 1.395, C6 1.399, H13 1.080
6 C 1.264 0.234 -1.969  C5 1.399, C7 1.375, H14 1.083
7 C 0.055 -0.128 -1.424  C2 1.402, C6 1.375, H15 1.076
8 H -1.706 -2.607 -0.401  C1 1.087
9 H -2.049 -0.841 -0.323  C1 1.083
10 H -1.361 -1.645 1.027  C1 1.100
11 H 1.444 -2.685 0.374  C3 1.080
12 H 3.306 -1.888 -0.368  C4 1.084
13 H 3.454 0.018 -2.050  C5 1.080
14 H 1.363 1.067 -2.655  C6 1.083
15 H -0.812 0.504 -1.510  C7 1.076
16 C -1.226 2.134 0.919  C17 1.520, H18 1.086, H19 1.084, H20 1.103
17 C -1.253 1.622 2.350  C16 1.520, H21 1.091, H22 1.099, H23 1.092
18 H -2.159 2.600 0.615  C16 1.086
19 H -0.311 2.663 0.677  C16 1.084
20 H -1.157 1.251 0.262  C16 1.103
21 H -2.122 1.972 2.909  C17 1.091
22 H -0.384 1.985 2.916  C17 1.099
23 H -1.148 0.537 2.412  C17 1.092

Properties
- HOMO-LUMO gap (eV) = 10.200
- electronic energy (eV) = -9559.1593
- maximum force (eV Å⁻¹) = 3.04
- lowest unoccupied orbital energy (eV) = 1.06
- HOMO (eV) = -9.1
- SMILES = Cc1ccccc1.CC